{
  "formula": "C8H8NO4S",
  "method": "ωB97M-V/def2-TZVPD",
  "gap_ev": 7.935,
  "charge": -1,
  "relative_energy_kj_mol": 62.0,
  "symbols": ["C", "C", "C", "C", "C", "C", "C", "C", "N", "O", "O", "O", "O", "S", "H", "H", "H", "H", "H", "H", "H", "H"],
  "coordinates": [[-2.20883, 1.13744, -1.83524], [-2.05890, -0.20249, -1.60097], [-1.39114, 2.02291, -1.18374], [-1.13646, -0.67591, -0.69067], [-0.39795, 1.62366, -0.35304], [-0.28185, 0.23099, -0.03102], [0.04180, -0.97748, 2.08411], [0.75638, -0.28686, 0.91592], [1.69005, 0.68189, 1.38556], [-0.46435, -0.38647, 3.01552], [2.69761, -1.86519, 1.14396], [0.06232, -2.23767, 1.87355], [2.15633, -1.47700, -1.20679], [1.47476, -1.90628, 0.31235], [-3.02782, 1.49554, -2.36125], [-2.80898, -0.94154, -1.78189], [-1.55813, 3.07598, -1.15601], [-1.01511, -1.72887, -0.71593], [-0.01835, 2.45071, 0.18491], [2.14687, 0.55856, 2.25172], [3.03753, -1.52914, -0.96915], [2.30421, 0.93722, 0.71809]],
  "forces_ev_per_a": [[0.141, -0.307, 0.463], [-0.429, -0.348, 1.171], [-0.162, 0.365, -0.344], [1.314, 1.686, -0.510], [-0.581, -2.266, 1.084], [0.597, 0.777, -0.958], [-0.397, -1.229, 0.280], [-0.469, 0.461, 0.553], [-2.892, -0.315, 0.753], [-0.098, 0.794, 0.457], [0.628, -0.787, 0.091], [-0.249, 0.119, 0.579], [-2.720, 0.591, -0.645], [0.202, -0.198, -0.283], [-1.395, 0.570, -1.148], [-0.484, -0.159, -1.258], [-0.361, 0.670, -0.693], [0.167, -0.829, 0.979], [1.350, 0.017, 0.833], [0.092, -0.805, 0.811], [3.249, 0.097, 0.472], [2.495, 1.097, -2.687]],
  "nbo_charge": [-0.247, -0.197, -0.205, -0.224, -0.219, 0.022, 0.763, -0.206, -0.805, -0.683, -1.025, -0.748, -0.956, 1.495, 0.194, 0.199, 0.192, 0.226, 0.219, 0.387, 0.465, 0.353]
}



{
  "formula": "C25H29F3N2O4",
  "method": "ωB97M-V/def2-TZVPD",
  "gap_ev": 5.910,
  "charge": 0,
  "symbols": ["C", "N", "C", "C", "C", "C", "C", "C", "C", "F", "F", "F", "C", "C", "H", "H", "H", "H", "H", "H", "H", "H", "H", "H", "H", "C", "N", "C", "C", "C", "C", "C", "C", "C", "C", "O", "O", "C", "C", "C", "O", "C", "O", "C", "C", "H", "H", "H", "H", "H", "H", "H", "H", "H", "H", "H", "H", "H", "H", "H", "H", "H", "H"],
  "coordinates": [[1.82322, 1.62808, -4.68252], [1.67306, 1.07576, -3.33365], [2.88168, 0.46702, -2.78841], [0.55752, 1.26771, -2.62219], [0.54047, 1.77168, -1.27685], [1.71758, 2.14886, -0.59183], [1.69204, 2.46259, 0.74917], [0.46494, 2.56285, 1.38424], [0.45478, 2.87410, 2.84581], [-0.60033, 3.65142, 3.22872], [0.38078, 1.70921, 3.56664], [1.58263, 3.52846, 3.25694], [-0.74062, 2.36345, 0.70647], [-0.69955, 1.96204, -0.61508], [2.63924, 1.08467, -5.17154], [0.89551, 1.49873, -5.25755], [2.07725, 2.70437, -4.63524], [3.19989, -0.33460, -3.45863], [3.68206, 1.21719, -2.76479], [2.70149, 0.06759, -1.78802], [-0.39505, 1.28552, -3.18101], [2.66929, 2.15102, -1.10366], [2.61271, 2.66919, 1.27922], [-1.69118, 2.54636, 1.19964], [-1.61946, 1.75960, -1.16257], [-4.24170, 4.22269, -0.51879], [-4.37786, 4.10309, -1.95747], [-5.29116, 5.05712, -2.55020], [-3.94993, 2.97131, -2.64503], [-4.31562, 1.67771, -2.21236], [-3.75317, 0.57262, -2.81909], [-2.76413, 0.71921, -3.78672], [-1.94240, -0.48179, -4.23242], [-0.98558, -0.95315, -3.21414], [0.33020, -1.34103, -3.64913], [0.77521, -1.12276, -4.76227], [1.13902, -1.94057, -2.68664], [0.43845, -3.03169, -2.05016], [0.07780, -4.06514, -3.10631], [1.31903, -3.63967, -0.97151], [-0.71016, -2.51538, -1.37435], [-1.55225, -1.72217, -2.11820], [-2.73085, -1.74383, -1.79767], [-2.52818, 1.98354, -4.34580], [-3.12835, 3.10484, -3.79313], [-3.42354, 3.58562, -0.15544], [-4.00671, 5.27003, -0.27888], [-5.17475, 3.94878, -0.00159], [-5.36951, 4.88645, -3.62718], [-6.29260, 4.96391, -2.09810], [-4.92684, 6.07445, -2.36294], [-5.06314, 1.54292, -1.42767], [-4.04226, -0.42748, -2.50378], [-2.63161, -1.33000, -4.41202], [-1.38441, -0.23813, -5.14156], [-0.61965, -3.67365, -3.86006], [1.00824, -4.37708, -3.59512], [-0.35844, -4.94085, -2.61584], [1.43154, -2.95872, -0.12920], [0.85722, -4.56293, -0.61733], [2.28985, -3.88518, -1.39416], [-1.85183, 2.06838, -5.19815], [-2.93187, 4.09628, -4.18601]],
  "forces_ev_per_a": [[-0.350, -0.333, -0.381], [-0.687, 0.274, 0.782], [0.427, 0.410, 0.177], [0.174, 0.428, -1.984], [-0.198, -0.203, 1.666], [-0.140, -0.608, -0.446], [-0.222, 0.292, -0.228], [-0.257, 0.184, 0.125], [-0.088, 0.145, 1.299], [0.734, -0.682, -0.375], [0.055, 0.983, -0.392], [-0.839, -0.576, -0.324], [0.336, 0.212, -0.048], [0.333, -0.461, -0.545], [-0.356, 0.118, -0.024], [0.330, -0.013, 0.207], [-0.097, -0.464, 0.159], [-0.247, -0.003, 0.067], [0.007, -0.133, 0.109], [0.019, 0.013, -0.344], [0.744, 0.649, 0.128], [-0.083, -0.040, 0.058], [-0.105, 0.040, -0.008], [0.195, -0.156, -0.009], [0.081, -0.038, 0.090], [-0.154, -0.256, -0.374], [0.052, 0.896, 0.252], [0.186, -0.199, 0.131], [0.187, -0.723, -0.474], [0.093, 0.762, -0.335], [-0.084, -0.163, 0.188], [0.188, -0.109, -0.649], [-1.143, 0.176, -0.535], [1.331, -1.249, 1.064], [-0.965, 0.293, -0.072], [0.675, 0.124, 0.268], [-0.213, -0.568, -0.008], [0.051, 0.490, 0.278], [-0.035, -0.217, 0.010], [-0.081, 0.116, -0.225], [0.407, -0.219, -0.324], [-0.595, 0.073, 0.304], [0.904, -0.208, -0.068], [-0.135, -0.386, 0.364], [-0.391, -0.074, 0.785], [-0.271, 0.166, -0.131], [-0.040, -0.214, 0.077], [0.144, 0.034, 0.165], [0.008, 0.067, 0.187], [0.024, 0.074, -0.166], [-0.156, 0.016, -0.134], [0.263, 0.181, -0.151], [0.142, 0.454, -0.108], [0.124, 0.391, -0.353], [-0.222, -0.154, 0.017], [0.214, -0.127, 0.231], [-0.239, 0.080, -0.021], [-0.071, 0.181, -0.141], [0.027, 0.059, -0.089], [-0.005, 0.124, 0.022], [0.104, 0.024, -0.001], [-0.119, 0.064, 0.188], [0.029, -0.016, 0.068]],
  "nbo_charge": [-0.400, -0.340, -0.422, 0.208, -0.065, -0.176, -0.186, -0.119, 0.974, -0.322, -0.323, -0.325, -0.179, -0.154, 0.226, 0.240, 0.201, 0.244, 0.193, 0.237, 0.265, 0.216, 0.241, 0.241, 0.254, -0.391, -0.477, -0.394, 0.167, -0.259, -0.193, -0.050, -0.449, -0.420, 0.759, -0.661, -0.581, 0.535, -0.668, -0.626, -0.535, 0.759, -0.630, -0.177, -0.268, 0.198, 0.194, 0.173, 0.211, 0.175, 0.185, 0.218, 0.264, 0.222, 0.232, 0.229, 0.227, 0.225, 0.227, 0.223, 0.218, 0.198, 0.213]
}



{
  "formula": "C7H13IN3O",
  "method": "ωB97M-V/def2-TZVPD",
  "gap_ev": [7.095, 7.097],
  "charge": 1,
  "relative_energy_kj_mol": 317.2,
  "symbols": ["C", "C", "C", "C", "C", "C", "C", "N", "N", "N", "O", "I", "H", "H", "H", "H", "H", "H", "H", "H", "H", "H", "H", "H", "H"],
  "coordinates": [[-0.77111, -1.23400, 0.86548], [-2.28318, -0.48520, -0.77181], [1.49779, -1.68710, 1.46517], [-1.60212, 0.87532, -1.04213], [2.10864, -0.27058, 1.42296], [0.39897, 0.63679, 0.24776], [0.28066, 2.16268, -1.63913], [-1.88098, -1.19136, 0.38260], [0.00200, -1.80834, 1.73324], [-0.15359, 0.85052, -1.12881], [1.74875, 0.34682, 0.17881], [-0.56526, -3.87254, 2.27497], [-3.37364, -0.26984, -0.80511], [-2.01893, -1.16904, -1.49554], [1.69223, -2.16479, 0.55939], [2.09128, -2.23317, 2.20113], [-2.05968, 1.22849, -1.95146], [-1.78324, 1.54791, -0.25111], [1.83232, 0.22133, 2.28188], [3.20921, -0.33019, 1.31997], [0.28749, 1.35166, 1.06163], [-0.62570, 2.50008, -2.24792], [0.36842, 2.87682, -0.83641], [1.27095, 2.02765, -2.18681], [0.32870, 0.09008, -1.63876]],
  "forces_ev_per_a": [[1.096, 3.696, -1.456], [-0.539, 2.009, 0.959], [-0.161, 0.530, 1.340], [-1.411, -2.324, 0.027], [0.938, -2.483, -2.735], [-0.211, -3.443, 1.195], [0.080, 0.685, -2.402], [-0.796, -1.045, 1.174], [1.956, -1.614, 1.369], [2.105, 0.324, 1.727], [-0.750, 0.435, -0.112], [0.281, 1.387, -0.349], [0.687, -0.444, 0.188], [0.034, -1.120, -2.533], [0.367, -0.768, -1.705], [-0.655, -0.064, 0.337], [0.208, 0.295, -0.397], [-0.578, 0.926, 0.885], [-0.686, 1.850, 1.808], [-0.594, -0.252, 0.521], [-1.146, 0.686, -0.704], [1.960, -0.073, 0.126], [0.217, -0.006, 0.372], [-1.529, 0.545, 0.562], [-0.875, 0.268, -0.199]],
  "nbo_charge": [0.582, -0.223, -0.238, -0.235, -0.079, 0.111, -0.427, -0.469, -0.560, -0.399, -0.543, 0.316, 0.238, 0.212, 0.200, 0.242, 0.238, 0.226, 0.194, 0.232, 0.204, 0.231, 0.237, 0.256, 0.454]
}



{
  "formula": "C18H21FN2O5S2",
  "method": "ωB97M-V/def2-TZVPD",
  "smiles": "NS(=O)(=O)c1ccc(S(=O)(=O)N(Cc2ccccc2F)C[C@@H]2CCCO2)cc1",
  "gap_ev": 9.488,
  "charge": 0,
  "relative_energy_kj_mol": 0.0,
  "symbols": ["N", "S", "O", "O", "C", "C", "C", "C", "S", "O", "O", "N", "C", "C", "C", "C", "C", "C", "C", "F", "C", "C", "C", "C", "C", "O", "C", "C", "H", "H", "H", "H", "H", "H", "H", "H", "H", "H", "H", "H", "H", "H", "H", "H", "H", "H", "H", "H", "H"],
  "coordinates": [[1.89265, 2.58855, -5.07025], [1.50463, 1.01885, -4.61140], [0.50681, 0.52125, -5.51249], [2.72675, 0.28958, -4.44255], [0.76362, 1.30403, -3.01542], [-0.60492, 1.46781, -2.93414], [-1.18523, 1.62707, -1.68615], [-0.38149, 1.61866, -0.56085], [-1.17504, 1.62997, 1.05740], [-2.58815, 1.76047, 0.85620], [-0.50105, 2.59276, 1.87950], [-0.91528, 0.15043, 1.74256], [0.39223, -0.11844, 2.30943], [0.22971, -0.74900, 3.66770], [-0.30227, -0.01230, 4.71968], [-0.48819, -0.58409, 5.96495], [-0.14462, -1.90933, 6.18236], [0.38039, -2.66613, 5.15065], [0.55357, -2.07606, 3.91146], [1.05662, -2.83272, 2.90638], [-1.68250, -0.97139, 1.25990], [-1.38984, -1.34072, -0.20364], [-1.80686, -2.76249, -0.58876], [-0.83785, -3.06547, -1.72912], [0.43088, -2.37101, -1.23817], [0.00640, -1.25330, -0.46729], [0.99246, 1.50283, -0.65106], [1.57367, 1.33862, -1.89834], [2.88375, 2.71475, -5.19369], [1.37668, 2.88600, -5.88189], [-1.19022, 1.43473, -3.83930], [-2.25057, 1.74485, -1.55938], [0.87151, 0.85476, 2.42476], [0.98331, -0.75393, 1.64300], [-0.56944, 1.01712, 4.53524], [-0.90034, 0.00388, 6.77047], [-0.28626, -2.35642, 7.15429], [0.65305, -3.70055, 5.28935], [-2.73823, -0.70773, 1.35158], [-1.46845, -1.82065, 1.91347], [-1.90431, -0.61551, -0.85210], [-2.85184, -2.82023, -0.88141], [-1.62975, -3.44211, 0.24654], [-0.68857, -4.12963, -1.89331], [-1.18463, -2.60516, -2.65471], [1.06516, -2.00549, -2.05019], [1.01999, -3.03796, -0.59508], [1.59159, 1.53022, 0.24350], [2.63634, 1.20279, -2.01877]],
  "forces_ev_per_a": [[-0.195, -0.708, 0.272], [0.222, 0.606, -0.400], [-0.189, 0.268, 0.211], [0.025, 0.244, 0.303], [0.118, -0.241, -0.389], [-0.116, -0.047, -0.002], [-0.036, 0.093, -0.026], [-0.385, 0.067, 0.440], [-0.022, 0.092, 0.359], [0.029, -0.284, -0.320], [0.317, -0.113, -0.155], [-0.114, 1.067, -0.492], [0.464, -0.022, 0.155], [0.115, -0.257, -0.085], [0.067, -0.181, 0.037], [-0.050, 0.143, 0.062], [0.019, -0.019, -0.070], [0.046, -0.053, -0.130], [-0.043, 0.200, 0.133], [-0.043, 0.063, 0.018], [-0.331, -0.310, -0.606], [-0.418, -0.135, 0.201], [0.123, 0.272, -0.032], [0.096, 0.164, 0.124], [0.192, -0.282, -0.162], [-0.105, -0.070, 0.148], [0.132, 0.109, -0.118], [0.086, -0.003, 0.227], [0.249, -0.091, 0.047], [-0.209, -0.034, -0.162], [-0.163, 0.015, -0.036], [-0.101, -0.031, -0.084], [0.165, -0.187, 0.064], [-0.063, 0.146, 0.105], [-0.062, 0.153, 0.000], [-0.036, 0.062, 0.071], [-0.012, -0.042, 0.083], [0.032, -0.102, -0.011], [0.002, -0.234, 0.014], [0.005, 0.070, 0.017], [0.024, -0.168, 0.082], [-0.075, -0.040, 0.018], [-0.031, -0.032, 0.069], [-0.001, -0.036, -0.067], [-0.014, -0.032, -0.050], [-0.010, -0.074, 0.056], [-0.010, 0.041, -0.104], [0.160, -0.040, 0.083], [0.145, -0.006, 0.105]],
  "nbo_charge": [-1.076, 2.302, -0.936, -0.935, -0.309, -0.196, -0.189, -0.314, 2.336, -0.943, -0.941, -0.682, -0.260, -0.128, -0.117, -0.242, -0.190, -0.282, 0.396, -0.334, -0.232, 0.084, -0.424, -0.427, -0.061, -0.566, -0.104, -0.206, 0.406, 0.406, 0.245, 0.252, 0.243, 0.230, 0.220, 0.217, 0.218, 0.229, 0.233, 0.212, 0.175, 0.223, 0.203, 0.222, 0.208, 0.193, 0.172, 0.225, 0.243]
}